ORCA calculation (wB97M-V/def2-TZVPD) on a 2-piece molecular cluster, C8H12N2O3 overall at a distorted geometry.

Computed properties:
2S+1: 1
M: 184.195 Da
Energy relative to the best compared isomer or geometry (same formula, charge and spin): 131.0 kcal per mole
Highest occupied orbital energy: -9.8 eV
Frontier orbital gap: 9.3 eV
Largest force on an atom: 0.1052 Eh/bohr

```
25
Properties=species:S:1:pos:R:3:mulliken_charge:R:1
C 1.786 -0.539 -0.620 0.3864
C -0.224 1.974 0.170 0.9493
C 0.492 3.007 -0.739 -1.4040
C -1.512 -0.807 1.238 -1.7006
C -0.694 -1.666 -1.102 -2.0233
C -0.771 0.847 -0.670 -1.1674
C 0.852 -0.521 0.486 -1.1259
C -0.557 -0.637 -0.018 1.7664
N 2.390 -0.639 -1.604 -0.5748
N 1.506 -2.142 1.478 0.8241
O 2.507 -1.853 2.001 -0.5298
O -0.226 2.072 1.375 -0.5607
O 0.804 -3.082 1.489 -0.4886
H 1.176 3.453 -0.114 0.4730
H -0.298 3.885 -0.788 0.3193
H 0.826 2.640 -1.719 0.3368
H -1.613 0.182 1.631 0.4285
H -2.485 -0.988 0.824 0.4330
H -1.052 -1.369 1.924 0.4274
H 0.137 -1.580 -1.861 0.4021
H -1.566 -1.692 -1.671 0.4508
H -0.438 -2.559 -0.667 0.5484
H -1.878 1.131 -0.700 0.3933
H -0.285 0.788 -1.585 0.4524
H 1.123 0.094 1.244 0.9838
```